# 1
ORCA calculation (ωB97M-V with the def2-TZVPD basis set) on an isolated molecule of C14H17F4NO2.

Cartesian coordinates (Å):
F  1.9787  -1.0689  -0.5427
F  4.4630  -1.9070  -0.7601
F  3.0382  -1.3460  1.3050
F  5.3619  -0.2649  0.3725
O  -3.8609  0.5930  -0.2882
O  2.9603  2.0458  -0.0684
N  -2.2864  -0.8823  -0.6402
C  -1.7064  1.5833  -0.1115
C  -0.9894  3.4494  0.7488
C  2.6784  0.9822  0.9953
C  1.9130  2.1560  -0.9921
C  0.2946  3.4339  0.3378
C  -2.0080  2.4599  0.7853
C  -1.6118  -3.7085  0.6483
C  -0.4994  1.3762  -0.8263
C  2.9779  -0.3203  0.0431
C  -3.2370  -2.1658  -0.4826
C  -2.7715  0.3792  -0.4110
C  4.3450  -0.4408  -0.5236
C  0.5900  2.0746  -0.6247
C  -2.9639  -3.0456  0.4969
H  -3.8613  -3.8506  0.4801
H  -1.2447  4.2661  1.5769
H  -2.8859  2.4069  1.1481
H  2.1953  3.0188  -1.7180
H  -1.3112  -4.1330  -0.4024
H  -4.1343  -1.6281  -0.8667
H  -1.3114  -1.1620  -0.4577
H  -2.8856  -2.3555  -1.5510
H  -0.8588  -2.9786  1.0052
H  1.1361  4.2025  0.4100
H  3.4314  1.0733  1.5000
H  -1.4861  -4.4515  1.3622
H  1.7535  1.0088  1.2514
H  -0.1852  0.3226  -1.3986
H  4.3060  0.1517  -1.4344
H  1.8350  1.3721  -1.6701
H  -3.1593  -2.6469  1.3031

Output
SMILES string	CCCNC(=O)c1cccc(COCC(F)(F)C(F)F)c1
HOMO-LUMO gap	0.3476	Ha
highest occupied orbital energy	-9.269	eV
net charge	0
energy above the lowest of the compared OMol25 structures with the same formula, charge and spin	1156.3	kJ/mol
total energy	-31237.571	eV

# 2
ORCA calculation (ωB97M-V with the def2-TZVPD basis set) on a structure of composition C10H2Cl6N3O2Pt.

Cartesian coordinates (Å):
Pt  -0.3728  0.5922  -0.8079
Cl  -0.7690  4.0062  2.5524
Cl  1.9070  0.0085  -2.1401
Cl  1.7186  -2.3497  3.6116
Cl  4.2477  -2.8393  1.8809
Cl  4.4368  -1.6607  -1.0177
Cl  -0.6922  -0.7150  2.4142
O  0.1100  2.8695  -0.4696
O  -1.4723  1.6075  0.3702
N  -3.1871  -1.8794  -2.4850
N  -3.4544  -3.9772  -3.7406
N  -1.8245  0.0255  -1.9068
C  -2.4464  -0.9730  -2.2022
C  -0.9017  2.8004  0.2250
C  0.7316  -0.9751  1.5208
C  2.9559  -1.9292  1.2515
C  -3.3089  -2.9995  -3.1510
C  1.9804  -0.6916  -0.5341
C  3.0565  -1.4177  -0.0498
C  0.8667  -0.4494  0.2396
C  -1.5179  3.9570  0.9413
C  1.8092  -1.7117  2.0346
H  -2.5919  3.8276  1.0554
H  -1.2814  4.8740  0.4075

Output
HOMO-LUMO gap (spin up / spin down)	0.2049 / 0.2048	Ha
highest occupied orbital energy (spin up / spin down)	-13.023 / -13.022	eV
net charge	+1
energy above the lowest of the compared OMol25 structures with the same formula, charge and spin	233.8	kJ/mol
total energy	-97336.634	eV

# 3
ORCA calculation (ωB97M-V with the def2-TZVPD basis set) on a cluster of 8 separate species, C27H43FO24 in total.

Cartesian coordinates (Å):
F  1.6252  -1.2742  -0.1672
O  -1.5342  -4.6686  2.0881
O  -1.3810  2.1183  3.6023
O  -1.0935  1.9219  -1.1447
O  3.4149  0.9659  1.2201
O  -6.3632  2.1406  -1.2664
O  -0.2547  0.0242  -0.2292
O  4.7617  -0.3488  0.0708
O  -4.4839  -0.2300  -4.3727
O  -0.1384  -2.9172  2.1450
O  0.0039  1.3983  5.3238
O  -1.2237  -0.1055  4.2720
O  -1.8528  7.0231  -2.5254
O  0.1376  6.7306  -3.5343
O  2.8647  -3.7543  -0.7108
O  -1.9041  -2.9356  0.8106
O  -0.9401  5.0038  -2.3222
O  0.0808  0.2752  -2.3304
O  -3.4127  0.2873  -2.6621
O  -4.9293  1.0782  0.1844
O  4.7278  -4.8005  -1.5658
O  -4.8528  3.2574  -0.0012
O  3.6448  -3.1684  -2.7739
O  3.2542  1.0110  -1.1627
O  -4.6181  1.8541  -3.8667
C  3.8463  -3.9957  -1.6973
C  -3.7489  2.9000  0.8490
C  -1.1124  -3.4767  1.7312
C  2.4709  1.9919  1.3765
C  -0.9015  1.2320  4.3195
C  3.8038  0.6324  -0.0697
C  4.6532  -3.0438  -3.7417
C  -2.8311  6.2951  -1.6600
C  -2.9611  -3.8169  0.5817
C  -4.1858  1.5361  1.2179
C  -0.7904  6.3016  -2.8429
C  -3.4040  -1.1140  -2.6963
C  5.3627  -0.9123  -1.0710
C  2.8525  -4.2419  0.6037
C  -0.4054  0.8612  -1.2070
C  -4.1745  0.7414  -3.6524
C  -3.8823  -1.4850  -4.0897
C  6.3148  -0.0711  -1.9381
C  0.6648  2.6345  5.5019
C  3.7417  -3.3255  1.5833
C  0.4159  -1.1750  -0.6150
C  -2.2276  4.8886  -1.7707
C  0.4076  -1.0910  -2.1195
C  -2.1874  -0.4902  3.2901
C  2.0366  2.3531  6.1235
C  -2.3816  -5.1275  1.0577
C  -5.3980  2.1431  -0.4601
H  1.5243  1.9074  0.8427
H  -0.1335  -2.0747  -0.3380
H  2.9093  2.8450  0.8587
H  -2.3992  -1.5106  -2.5503
H  0.9023  3.2137  4.6095
H  2.7911  3.0076  5.6872
H  7.3261  -0.3611  -1.6528
H  6.3067  -0.4750  -2.9504
H  -1.7513  -0.1737  2.3425
H  -3.7144  3.4267  1.8027
H  -3.1921  -5.7654  1.4102
H  -3.2559  0.9809  1.3419
H  -0.3699  -1.7186  -2.5552
H  2.3492  1.3529  5.8236
H  -3.9042  -3.6083  1.0869
H  1.4004  -1.3144  -2.5101
H  5.9025  -1.8133  -0.7797
H  -2.9350  4.3036  -2.3584
H  0.0938  3.4067  6.0174
H  -2.4100  -1.5447  3.4530
H  4.4694  -1.2858  -1.5716
H  6.3656  1.0127  -1.8337
H  -1.9753  4.3976  -0.8309
H  2.1297  2.5021  7.1992
H  -4.7160  1.5529  2.1702
H  -3.8442  6.4582  -2.0277
H  1.8503  -4.2492  1.0324
H  4.6607  -3.1173  1.0354
H  5.6914  -3.2945  -3.5242
H  4.2748  -3.5998  -4.5995
H  -1.6403  -5.6387  0.4436
H  2.2767  2.2277  2.4228
H  -2.7798  6.7424  -0.6674
H  -4.0723  -1.4037  -1.8854
H  3.2724  -5.2474  0.6309
H  3.9886  -3.8065  2.5298
H  -2.7568  2.9069  0.3975
H  -4.6280  -2.2713  -4.2063
H  3.2898  -2.3580  1.8022
H  4.6865  -1.9834  -3.9918
H  -3.1067  0.0841  3.4049
H  -3.3134  -3.9610  -0.4397
H  -3.0748  -1.7838  -4.7581

Output
SMILES string	O=C1OC[C@@H](F)O1.CCOC(=O)OC.CCOC(=O)OC.CCOC(=O)OC.O=C1OCCO1.O=C1OCCO1.O=C1OCCO1.O=C1OCCO1
HOMO-LUMO gap	0.3612	Ha
highest occupied orbital energy	-10.177	eV
net charge	0
energy above the lowest of the compared OMol25 structures with the same formula, charge and spin	439.0	kJ/mol
total energy	-80549.902	eV

# 4
ORCA calculation (ωB97M-V with the def2-TZVPD basis set) on a cluster of 7 separate species, C24H39BFO14S in total.

Cartesian coordinates (Å):
S  4.0045  1.0795  -1.0825
F  5.6024  0.8118  -0.4703
O  -2.1275  -4.8760  4.4139
O  8.1203  2.9020  2.3059
O  9.7911  4.0086  3.4080
O  -3.0752  -2.9117  3.7255
O  0.0167  2.0506  -6.1366
O  1.6176  -1.4426  3.7510
O  -6.6848  -1.4963  3.6093
O  1.5011  -2.2655  1.6203
O  3.8524  2.5797  -1.4306
O  3.8708  0.2506  -2.4006
O  -2.2147  2.3014  -6.5711
O  -8.1751  -1.0894  1.9229
O  -0.9662  -0.8599  -1.5437
O  1.1770  -1.5770  -1.1929
C  -4.0688  -2.0301  4.2464
C  -1.7770  -0.6173  -2.6924
C  -4.9313  -2.8850  5.1376
C  -1.0789  2.7464  -6.5608
C  0.2856  -1.2257  -1.9480
C  1.1550  2.9105  -6.1590
C  -0.6863  4.1360  -6.9622
C  -7.6895  1.1592  1.5387
C  -7.1233  -0.7700  2.7328
C  0.3822  -1.1758  -3.4427
C  0.2396  -3.3715  3.2664
C  7.9616  2.3510  0.9993
C  -3.9520  -3.9011  5.6688
C  -6.5676  0.5698  2.3557
C  -2.9557  -3.9912  4.5529
C  0.8064  4.0068  -7.1314
C  0.3817  -4.2639  2.0594
C  10.0388  3.4548  1.0656
C  9.3367  3.5167  2.3883
C  8.9088  3.1275  0.1225
C  -8.3439  -0.0619  0.9474
C  -0.8085  -0.3263  -3.8087
C  1.1957  -2.2612  2.9510
C  0.7504  -3.2903  0.9708
B  2.7207  0.4097  0.1204
H  1.0331  3.6815  -8.1541
H  8.4289  4.0554  -0.2116
H  0.2957  -2.1907  -3.8406
H  0.5260  -3.8897  4.1844
H  3.1959  -0.5874  0.5866
H  -4.6409  -1.5919  3.4235
H  -6.3570  1.1730  3.2418
H  -4.4323  -4.8658  5.8475
H  9.2261  2.5734  -0.7649
H  -1.1721  4.4288  -7.8959
H  -5.4388  -2.3154  5.9206
H  10.7876  2.6585  1.0954
H  -9.4098  0.0969  0.7598
H  -8.3954  1.6741  2.2017
H  -5.6621  0.4263  1.7597
H  6.9225  2.4621  0.6760
H  -0.5245  0.7329  -3.7867
H  -0.1297  -2.8360  0.5038
H  -2.3812  -1.5094  -2.8882
H  10.5017  4.4133  0.8197
H  -5.6969  -3.3918  4.5375
H  8.2095  1.2851  1.0373
H  1.3187  -0.7127  -3.7621
H  -0.9461  4.8277  -6.1561
H  1.3250  3.2915  -5.1465
H  -7.8635  -0.3815  0.0167
H  1.2052  -4.9703  2.2200
H  2.0366  2.3470  -6.4783
H  2.4675  1.1590  1.0213
H  1.3616  -3.7591  0.1940
H  -0.5188  -4.8413  1.8336
H  -0.7701  -2.9602  3.3518
H  -3.5687  -1.2271  4.7981
H  -1.2149  -0.5461  -4.7995
H  -7.3522  1.8748  0.7841
H  1.3500  4.9367  -6.9449
H  -3.4467  -3.5461  6.5713
H  1.6837  0.1139  -0.4031
H  -2.4446  0.2278  -2.5007

Output
HOMO-LUMO gap	0.2691	Ha
highest occupied orbital energy	-5.633	eV
net charge	-1
total energy	-68415.712	eV

# 5
ORCA calculation (ωB97M-V with the def2-TZVPD basis set) on a structure of composition C14H35Cl2IrN2OP.

Cartesian coordinates (Å):
Ir  0.2313  0.0620  0.7452
Cl  0.8219  2.2319  0.2367
Cl  -0.4983  -2.0471  0.6942
P  -0.4488  -0.2954  -2.5517
O  0.1123  0.4791  2.6636
N  1.5467  1.0354  4.2547
N  -0.2246  -0.6541  4.5647
C  2.1739  1.8316  3.2180
C  0.5157  0.2759  3.8746
C  -2.6923  -0.8632  -3.9720
C  -2.1644  -1.0491  -2.5640
C  0.7914  -2.0399  -4.2406
C  -3.1102  -0.5209  -1.4655
C  -0.2219  -0.8110  6.0055
C  -1.1589  2.3182  -2.7386
C  2.0057  1.3849  5.5775
C  2.2954  -1.1650  -2.3442
C  -1.1394  -1.4809  3.8108
C  0.8829  -1.5805  -2.7825
C  -0.2425  1.3243  -3.4866
C  1.2174  1.7832  -3.3038
H  3.1114  1.3779  5.5777
H  2.6529  1.1890  2.5033
H  -3.5921  -1.4730  -4.1457
H  1.6254  0.6862  6.3406
H  -2.9771  0.1900  -4.1242
H  1.3794  2.7464  -3.8489
H  -1.9535  -1.1333  -4.7481
H  2.8186  -2.0584  -1.9476
H  -2.8148  -0.8733  -0.4729
H  1.7076  2.4234  5.8298
H  -3.1463  0.5743  -1.4427
H  1.5705  -2.7509  -4.5067
H  -1.8110  -0.8707  3.2157
H  -1.3040  0.5115  0.2987
H  2.9081  -0.7638  -3.1587
H  -0.1841  -2.5378  -4.4355
H  -1.7100  -2.0992  4.5219
H  -0.5110  1.2142  -4.5497
H  2.2617  -0.4410  -1.5080
H  2.9387  2.4671  3.7172
H  0.5619  -2.3745  -2.0898
H  -1.0191  3.3402  -3.1617
H  -0.8703  2.3457  -1.6627
H  1.6913  -0.5135  0.3009
H  -1.9932  -2.1093  -2.3515
H  0.8663  -1.1810  -4.9315
H  -0.4580  0.1169  6.5227
H  1.9745  1.0747  -3.7156
H  -1.0203  -1.5391  6.2388
H  -2.2587  2.0917  -2.8123
H  -0.5853  -2.1344  3.1406
H  1.4482  2.4467  2.7254
H  1.4326  1.9523  -2.2280
H  0.7178  -1.2109  6.3843
H  -4.1514  -0.9036  -1.6722

Output
HOMO-LUMO gap (spin up / spin down)	0.1715 / 0.2064	Ha
highest occupied orbital energy (spin up / spin down)	-4.347 / -6.725	eV
net charge	0
total energy	-57279.393	eV
spin multiplicity	6
<S²>	8.767

Question: Which of these has the lowest net charge?
Answer: C24H39BFO14S

Question: Look up the net charge of the second one.
Answer: +1

Copy entry 1 word for word.
ORCA calculation (ωB97M-V with the def2-TZVPD basis set) on an isolated molecule of C14H17F4NO2.

Cartesian coordinates (Å):
F  1.9787  -1.0689  -0.5427
F  4.4630  -1.9070  -0.7601
F  3.0382  -1.3460  1.3050
F  5.3619  -0.2649  0.3725
O  -3.8609  0.5930  -0.2882
O  2.9603  2.0458  -0.0684
N  -2.2864  -0.8823  -0.6402
C  -1.7064  1.5833  -0.1115
C  -0.9894  3.4494  0.7488
C  2.6784  0.9822  0.9953
C  1.9130  2.1560  -0.9921
C  0.2946  3.4339  0.3378
C  -2.0080  2.4599  0.7853
C  -1.6118  -3.7085  0.6483
C  -0.4994  1.3762  -0.8263
C  2.9779  -0.3203  0.0431
C  -3.2370  -2.1658  -0.4826
C  -2.7715  0.3792  -0.4110
C  4.3450  -0.4408  -0.5236
C  0.5900  2.0746  -0.6247
C  -2.9639  -3.0456  0.4969
H  -3.8613  -3.8506  0.4801
H  -1.2447  4.2661  1.5769
H  -2.8859  2.4069  1.1481
H  2.1953  3.0188  -1.7180
H  -1.3112  -4.1330  -0.4024
H  -4.1343  -1.6281  -0.8667
H  -1.3114  -1.1620  -0.4577
H  -2.8856  -2.3555  -1.5510
H  -0.8588  -2.9786  1.0052
H  1.1361  4.2025  0.4100
H  3.4314  1.0733  1.5000
H  -1.4861  -4.4515  1.3622
H  1.7535  1.0088  1.2514
H  -0.1852  0.3226  -1.3986
H  4.3060  0.1517  -1.4344
H  1.8350  1.3721  -1.6701
H  -3.1593  -2.6469  1.3031

Output
SMILES string	CCCNC(=O)c1cccc(COCC(F)(F)C(F)F)c1
HOMO-LUMO gap	0.3476	Ha
highest occupied orbital energy	-9.269	eV
net charge	0
energy above the lowest of the compared OMol25 structures with the same formula, charge and spin	1156.3	kJ/mol
total energy	-31237.571	eV